## 1
{"formula": "C22H27N3O6S", "method": "ωB97M-V/def2-TZVPD", "homo_ev": -7.61, "lumo_energy_ha": 0.02670, "smiles": "[H]/N=C1/C(c2nc(C)cs2)=C(O)CN1c1ccc2c(c1)OCCOCCOCCOCCO2", "total_charge": 0, "elements": ["H", "N", "C", "C", "C", "N", "C", "C", "C", "S", "C", "O", "C", "N", "C", "C", "C", "C", "C", "C", "O", "C", "C", "O", "C", "C", "O", "C", "C", "O", "C", "C", "O", "H", "H", "H", "H", "H", "H", "H", "H", "H", "H", "H", "H", "H", "H", "H", "H", "H", "H", "H", "H", "H", "H", "H", "H", "H", "H"], "coordinates": [[-1.08701, -0.30173, -0.97192], [-1.96311, 0.19761, -0.85580], [-1.91695, 1.25271, -0.16039], [-3.10369, 2.05029, 0.13277], [-4.41679, 1.81609, -0.36590], [-5.42288, 2.58613, -0.05844], [-6.57280, 2.17513, -0.65287], [-7.83286, 2.93641, -0.42002], [-6.42979, 1.06441, -1.42828], [-4.79832, 0.49565, -1.42611], [-2.77803, 3.06277, 0.97094], [-3.59545, 3.98707, 1.46278], [-1.32056, 2.99269, 1.30596], [-0.86802, 1.87697, 0.50222], [0.47539, 1.49691, 0.42052], [1.30558, 1.50761, 1.53089], [2.61101, 1.05804, 1.42418], [3.10150, 0.56449, 0.22579], [2.27818, 0.60375, -0.91777], [0.99187, 1.09508, -0.81060], [2.85713, 0.19010, -2.08856], [2.03820, -0.38113, -3.07908], [1.58480, -1.79236, -2.68801], [0.87602, -1.71230, -1.47577], [0.55164, -2.95395, -0.90079], [0.30213, -2.75895, 0.59831], [1.44468, -2.44794, 1.35403], [2.44248, -3.45183, 1.41250], [3.70559, -3.08913, 0.59824], [4.77561, -2.68424, 1.42492], [4.61264, -1.41470, 2.02314], [5.14952, -0.26888, 1.14651], [4.34525, 0.03433, 0.03140], [-7.70513, 3.97144, -0.73267], [-8.07881, 2.93443, 0.64068], [-8.65146, 2.49158, -0.97811], [-7.18424, 0.55629, -1.99311], [-4.49106, 3.79718, 1.09325], [-1.18122, 2.81610, 2.37988], [-0.78981, 3.91542, 1.04418], [0.94004, 1.84235, 2.48860], [3.23276, 1.07229, 2.30524], [0.35774, 1.16160, -1.67873], [2.66333, -0.44130, -3.97333], [1.16430, 0.23975, -3.29879], [2.46918, -2.43658, -2.56510], [0.95371, -2.21209, -3.48691], [-0.35836, -3.36316, -1.36613], [1.37121, -3.67055, -1.05666], [-0.36814, -1.90878, 0.73811], [-0.17834, -3.66922, 0.98903], [2.73583, -3.55485, 2.46431], [2.03663, -4.41341, 1.08117], [4.08412, -3.96828, 0.07097], [3.45749, -2.30721, -0.12744], [3.55897, -1.24309, 2.26659], [5.20042, -1.44299, 2.94555], [6.10634, -0.57544, 0.71587], [5.31159, 0.62140, 1.76877]]}



## 2
{"formula": "C22H27N3O6S", "method": "ωB97M-V/def2-TZVPD", "homo_ev": -8.72, "lumo_energy_ha": 0.02135, "smiles": "CCOC(=O)N1CCN(C(=O)COc2ccc(S(=O)(=O)NCc3ccccc3)cc2)CC1", "total_charge": 0, "elements": ["C", "C", "O", "C", "O", "N", "C", "C", "N", "C", "O", "C", "O", "C", "C", "C", "C", "S", "O", "O", "N", "C", "C", "C", "C", "C", "C", "C", "C", "C", "C", "C", "H", "H", "H", "H", "H", "H", "H", "H", "H", "H", "H", "H", "H", "H", "H", "H", "H", "H", "H", "H", "H", "H", "H", "H", "H", "H", "H"], "coordinates": [[-7.38270, -1.87144, -0.69234], [-5.95006, -1.72101, -1.18073], [-5.47800, -0.38120, -1.03532], [-5.05234, -0.03569, 0.18556], [-5.05585, -0.76565, 1.15025], [-4.65181, 1.27594, 0.23574], [-3.86087, 1.66504, 1.38578], [-2.35727, 1.58320, 1.01186], [-2.22096, 0.78608, -0.18755], [-2.11978, -0.56578, -0.20275], [-2.25048, -1.21736, -1.22129], [-1.80367, -1.26108, 1.12497], [-0.69952, -0.73282, 1.83101], [0.55000, -0.90744, 1.32273], [1.58549, -0.36013, 2.08526], [2.89012, -0.45338, 1.65076], [3.16312, -1.10076, 0.46098], [4.83318, -1.18004, -0.14936], [5.68488, -0.37344, 0.68114], [5.20154, -2.54692, -0.37875], [4.67786, -0.48996, -1.67929], [4.80667, 0.95832, -1.70102], [3.63823, 1.55704, -0.96772], [3.82584, 2.33417, 0.16549], [2.73661, 2.84307, 0.85207], [1.45134, 2.57086, 0.41806], [1.25673, 1.79542, -0.71265], [2.34466, 1.29752, -1.40460], [2.15482, -1.66978, -0.28782], [0.84005, -1.57104, 0.13248], [-2.80209, 1.43879, -1.34765], [-4.22194, 1.94032, -0.97631], [-8.03449, -1.17382, -1.21310], [-7.43155, -1.67334, 0.37543], [-7.72475, -2.88520, -0.87907], [-5.87023, -1.92458, -2.25016], [-5.28478, -2.39065, -0.62708], [-4.13616, 2.68146, 1.67766], [-4.10834, 0.98092, 2.19805], [-1.76769, 1.16218, 1.82242], [-1.96858, 2.57897, 0.77940], [-2.66868, -1.15381, 1.78814], [-1.66476, -2.32694, 0.91178], [1.33684, 0.13782, 3.00877], [3.70619, -0.02680, 2.21089], [5.30539, -0.96147, -2.31423], [5.74388, 1.27536, -1.22622], [4.80459, 1.28195, -2.74619], [4.82746, 2.52831, 0.51784], [2.89224, 3.44773, 1.73319], [0.60428, 2.96110, 0.96302], [0.25770, 1.57093, -1.05533], [2.19716, 0.69015, -2.28467], [2.40730, -2.17920, -1.20344], [0.05946, -1.99613, -0.47689], [-2.84564, 0.69758, -2.14688], [-2.16336, 2.27117, -1.65697], [-4.21926, 3.01438, -0.77546], [-4.93071, 1.73001, -1.77463]]}



The structure with the most favorable energy is 2; the runner-up is 205.1 kJ/mol above it.